Computed, not measured: a structure of composition C17H24Cl2MoO2 at a distorted geometry, with wB97M-V/def2-TZVPD.

Properties
Orbital gap (alpha / beta) ... 2.9534 / 2.9089 eV
Net charge ... -2
Highest occupied orbital energy (alpha / beta) ... 2.0 / 2.0 eV
2S+1 ... 3
Expectation value of S² ... 2.01
Energy relative to the best compared isomer or geometry (same formula, charge and spin) ... 39.0 kcal per mole

Last column: Mulliken charge in e.
Positions of all 46 atoms, in Å:
1 H 1.7326 2.9930 1.0538  0.4251
2 O -0.4223 -1.7296 -1.1088  -0.6744
3 H 1.7333 1.8045 2.3627  0.4231
4 H 3.4209 -2.9386 -0.7259  0.3155
5 C -4.2962 -0.1114 -0.2890  0.9972
6 H -2.5867 -0.7670 -1.4266  0.0911
7 C 2.2274 2.0983 1.4332  -1.9385
8 H -7.1518 -1.0510 2.2133  0.2696
9 H -7.7118 0.0369 0.0354  0.2936
10 C -5.6607 0.2163 -0.5784  -0.7609
11 H -2.9231 -0.7442 1.2787  0.5846
12 Mo 0.2525 0.0817 -0.5621  0.3350
13 Cl -0.4903 0.6874 -2.6033  -0.5109
14 C 2.2364 -0.4055 0.7850  1.6998
15 C 2.2532 -1.1631 -0.4277  0.4472
16 H 1.6370 2.3617 -2.6176  0.3317
17 C -5.0043 -0.9823 1.8782  -0.3182
18 C -3.9812 -0.6376 1.0084  -0.5300
19 H 1.7732 -1.4948 -3.1907  0.3553
20 H -0.4921 -1.5272 1.7766  0.1113
21 H 2.0721 -1.9618 2.2356  0.3956
22 H 1.7546 -3.0247 -1.3472  0.3402
23 Cl -0.7488 2.0738 0.2758  -0.4170
24 C 2.3174 2.3645 -1.7618  -1.8387
25 H 2.0347 -0.3179 2.9053  0.3937
26 H 2.1318 0.1858 -3.6318  0.3548
27 H -4.7701 -1.4346 2.8469  0.3347
28 H 2.0621 -3.1184 0.3985  0.3936
29 H -0.8167 -2.1464 -0.3168  0.2546
30 C 2.1627 0.9802 0.4495  0.3312
31 C 2.2551 -0.2411 -1.5347  0.8055
32 C 2.4885 -0.9553 2.1436  -1.9742
33 C 2.4072 -0.6310 -2.9610  -1.7387
34 O -0.7219 -0.5959 1.6353  -0.7497
35 H 2.0713 3.2231 -1.1335  0.3447
36 C 2.3809 -2.6435 -0.5340  -1.9618
37 C -3.3283 0.0188 -1.2875  -1.2620
38 H -3.3528 0.8669 -1.9657  0.0558
39 H 3.3374 2.4949 -2.1413  0.2598
40 C -6.3519 -0.7589 1.5285  -0.4972
41 C 2.2042 1.0977 -0.9853  1.3021
42 H 3.2673 2.3513 1.6699  0.2702
43 H 3.4442 -0.9146 -3.1752  0.3148
44 H -5.8788 0.6943 -1.5349  0.2640
45 C -6.6680 -0.1467 0.3000  -0.2524
46 H 3.5664 -1.0195 2.3459  0.3293

---

Computed, not measured: an isolated molecule of C6H9N, with wB97M-V/def2-TZVPD.

Properties
Orbital gap ... 10.4384 eV
Net charge ... 0
Highest occupied orbital energy ... -9.4 eV
Energy relative to the best compared isomer or geometry (same formula, charge and spin) ... 65.9 kcal per mole

Last column: Mulliken charge in e.
Positions of all 16 atoms, in Å:
1 H 2.9571 1.7019 1.5565  0.2891
2 H 0.2787 -0.6050 -1.9109  0.3088
3 H 2.1936 0.7406 2.8202  0.2881
4 H 3.6052 0.1159 1.9697  0.3002
5 H -1.3406 1.3481 -1.6243  0.2341
6 H -2.5834 1.2408 -0.2355  0.2669
7 C 1.7808 0.0850 0.8533  0.8720
8 C 2.6801 0.6845 1.8432  -1.2837
9 C -1.3765 -0.5310 -0.4913  0.0560
10 N -2.4233 -0.5511 -1.5088  -0.6306
11 C -1.9512 0.7318 -0.9605  -0.4726
12 H -3.3106 -0.8310 -1.0934  0.2482
13 C 0.0306 -0.9388 -0.8923  -0.9651
14 H 0.1206 -2.0305 -0.9110  0.2861
15 C 1.0037 -0.3749 0.0542  -0.1911
16 H -1.6646 -0.7865 0.5308  0.3937

---

Computed, not measured: an isolated molecule of C4H7BBrN4O2P at a distorted geometry, with wB97M-V/def2-TZVPD.

Properties
Orbital gap ... 8.4728 eV
Net charge ... 0
Highest occupied orbital energy ... -9.4 eV

Last column: Mulliken charge in e.
Positions of all 20 atoms, in Å:
1 H 2.2160 1.0204 0.1908  0.2515
2 N -0.3207 -0.7990 0.7468  -0.1242
3 H -5.7979 0.2216 1.2350  0.3378
4 B 1.1705 -0.3278 -1.2042  0.1380
5 H 3.2268 -1.7882 -0.3443  0.3097
6 P -3.7954 0.5319 1.9761  0.0944
7 Br -3.9392 2.7820 1.7749  -0.2014
8 O 1.1676 -1.0334 -2.3646  -0.4723
9 C 3.3543 -0.8018 0.0883  -1.1071
10 H 3.0467 0.8027 -1.3409  0.3532
11 C -2.2936 0.2458 0.9155  0.7531
12 N -2.1968 0.8878 -0.2394  -0.2917
13 O -4.9121 -0.0797 0.9576  -0.4699
14 N -1.0971 0.6838 -0.9312  -0.2392
15 N -1.4300 -0.5978 1.4351  -0.4399
16 C 2.4696 0.2889 -0.5705  -0.3409
17 H 3.2186 -0.8092 1.1612  0.3290
18 H 4.3927 -0.5263 -0.0715  0.3400
19 C -0.1953 -0.1394 -0.3977  0.4667
20 H 1.7153 -0.5620 -3.0172  0.3131

---

Computed, not measured: a structure of composition C33H39CuN3OP2S2 at a distorted geometry, with wB97M-V/def2-TZVPD.

Properties
Orbital gap (alpha / beta) ... 8.7563 / 6.0966 eV
Net charge ... +2
Highest occupied orbital energy (alpha / beta) ... -13.4 / -13.7 eV
2S+1 ... 2
Expectation value of S² ... 0.76
Energy relative to the best compared isomer or geometry (same formula, charge and spin) ... 17.1 kcal per mole

Last column: Mulliken charge in e.
Positions of all 81 atoms, in Å:
1 C 4.5549 -1.5935 2.5149  -0.8064
2 H -0.5763 0.1805 2.6667  0.1515
3 H -3.0671 0.9541 -1.8924  0.2902
4 H 3.8415 -3.2848 -4.6101  0.3436
5 H -1.7299 6.3139 -2.5662  0.4248
6 H 0.6539 0.5837 4.7743  0.4965
7 C -4.0131 -0.3324 -3.3296  -0.7825
8 N 2.5006 -2.5653 -3.1616  -0.0111
9 C -4.1263 -2.6681 -2.7544  -0.7151
10 C -3.1194 -1.5252 1.6107  0.6995
11 C -3.1129 -1.0969 -1.2420  0.7472
12 H 2.5521 -2.4458 2.6377  0.3334
13 H -1.2048 4.2066 1.1198  0.5421
14 Cu 0.0607 -0.6170 -0.5152  -0.8895
15 C 3.4754 -0.0551 0.9591  0.2692
16 H 3.7280 -3.5213 1.8342  0.4552
17 H -3.2889 -3.2065 -0.8505  0.4705
18 H -1.7638 6.2742 -0.1004  0.4354
19 H -4.1472 1.1403 0.9431  0.3478
20 H 3.2162 -0.0109 3.1022  0.0203
21 C 0.2959 1.8586 1.6546  0.2369
22 P -0.5930 1.4778 0.1184  1.8277
23 H 4.2457 0.2652 0.2557  0.4368
24 C 4.8919 -2.0361 -3.1994  -0.3279
25 H 5.4527 -1.7220 1.9041  0.3152
26 H -2.6713 -2.7852 4.7244  0.4396
27 H 4.4736 -0.6785 -4.8190  0.3160
28 C 0.1178 1.0074 2.7453  -0.3601
29 H -5.1384 -2.7813 4.6418  0.4098
30 H 2.2489 2.4703 4.9250  0.4304
31 C 3.4369 -2.4864 2.0007  -0.7891
32 N -2.1070 0.8455 0.5477  -0.3541
33 H -4.8635 -1.8404 -4.5905  0.4207
34 C -1.1809 4.2512 -2.7552  -0.7253
35 H -1.1579 4.2744 -3.8364  0.4664
36 H 5.1473 0.1074 -3.3902  0.4027
37 C -3.3632 -0.0600 -2.1358  -0.2774
38 H -3.2071 2.6211 0.7767  0.3844
39 C -0.8881 3.0784 -2.0785  -0.3957
40 H 2.8253 0.5987 -3.2407  0.2395
41 C -1.4995 5.3973 -2.0401  -0.5730
42 C 1.7024 2.2955 4.0077  -0.5456
43 C -2.4563 -1.9784 2.7518  -0.0495
44 C 1.9039 3.1273 2.9146  -0.7868
45 C 4.0201 -0.1693 2.3816  -0.2996
46 H -4.4192 -3.6803 -2.9991  0.4167
47 C -3.1835 -2.4264 3.8417  -0.6735
48 C 2.1866 -1.2846 -3.0543  0.0608
49 H 2.5903 3.9608 2.9854  0.4542
50 H -6.3116 -1.9998 2.6170  0.4372
51 C 4.4690 -0.6746 -3.7263  -0.6896
52 S 2.9273 -1.7297 0.4240  0.4687
53 H 4.7948 0.5731 2.5668  0.4177
54 C -3.1918 1.6068 1.1721  -0.8845
55 H -4.2294 0.4728 -4.0195  0.4577
56 O 1.4058 -1.7248 0.4660  -0.6433
57 C -0.9115 3.0561 -0.6822  0.6839
58 C 1.2168 2.9038 1.7300  -0.3770
59 C -4.3820 -1.6322 -3.6445  -0.5240
60 H 2.6106 0.6009 0.8569  -0.5970
61 H 1.7474 -3.2304 -3.0890  0.2388
62 C -1.2105 4.2143 0.0373  -0.3525
63 C -3.4873 -2.4061 -1.5548  -0.5843
64 H -1.3722 -1.9989 2.7675  0.4293
65 H 4.8155 -1.8454 3.5419  0.4005
66 H -3.0723 1.6518 2.2567  0.2521
67 H 5.0298 -1.9865 -2.1190  0.0857
68 S 0.5521 -0.8099 -2.7824  -0.3355
69 N 3.1275 -0.3613 -3.2299  -0.0391
70 H 1.3868 3.5429 0.8723  0.5460
71 H 4.0003 -3.9970 -3.0043  0.3743
72 H 5.8390 -2.3280 -3.6485  0.3679
73 H -5.0286 -1.2423 0.6503  0.4465
74 P -2.1400 -0.8389 0.2602  1.1138
75 C -4.5122 -1.5531 1.5499  -0.5404
76 C -4.5707 -2.4262 3.7924  -0.5683
77 C -5.2303 -1.9914 2.6496  -0.7309
78 C 0.8121 1.2323 3.9223  -0.7419
79 H -0.6385 2.1716 -2.6197  0.3905
80 C 3.8249 -3.0654 -3.5405  -0.6155
81 C -1.5146 5.3766 -0.6506  -0.8098

---

Computed, not measured: a cluster of 2 separate species, C30H42B2IN2O6S2 in total at a distorted geometry, with wB97M-V/def2-TZVPD.

Properties
Orbital gap ... 4.1641 eV
Net charge ... -1
Highest occupied orbital energy ... -4.0 eV

Last column: Mulliken charge in e.
Positions of all 85 atoms, in Å:
1 H 0.5814 1.3424 -4.3436  0.2254
2 H -5.3073 -2.5333 5.4498  0.0309
3 C -4.3135 -2.8221 5.9941  -0.1789
4 C 0.5122 0.2462 -3.8881  -1.0439
5 C 5.0368 -0.2981 -3.5878  -0.4773
6 C 1.3747 0.2771 -2.4725  -0.3670
7 C -3.2529 1.0925 3.1177  -0.9265
8 C 4.9376 0.7361 -8.4534  -0.4734
9 H -4.5649 2.3060 5.2581  0.4294
10 B -1.4365 -0.3015 5.0828  1.8599
11 C 6.9985 -0.6802 -4.9504  0.4696
12 C 4.9259 0.1904 -6.0253  0.4907
13 C 0.2119 2.2228 -1.3664  -0.3228
14 C 1.4639 3.2386 -0.9210  -0.6732
15 H 1.0488 -0.4582 -4.6872  0.2755
16 H 3.8864 1.0100 -8.3834  0.4539
17 C -5.4652 1.6894 5.7219  -0.3649
18 C -5.0844 0.1564 6.1550  -0.9256
19 C 1.3000 0.4368 0.0444  -0.0074
20 H -0.0735 2.5783 -2.4686  0.3006
21 O -4.2665 -1.5149 1.4794  -0.4454
22 H 8.7215 -1.4738 -3.9052  0.4468
23 H -0.6188 -0.0205 -3.7495  0.2919
24 C -0.7321 1.6077 2.0940  -0.5790
25 H 8.6839 -0.2361 -8.7376  0.4433
26 O 3.7463 0.5074 -5.9344  -0.6716
27 H -4.4721 -3.1404 0.1079  0.1976
28 H -6.0261 -0.5165 5.8752  -0.0074
29 H -0.7334 2.4979 -0.7048  0.0816
30 H 4.0040 0.0318 -3.4873  0.5626
31 N -3.3540 -1.6901 6.2525  -0.2855
32 H -2.1356 -0.0176 1.3237  0.3902
33 I -5.9276 2.7600 7.6254  -0.0404
34 C 5.6249 0.2724 -7.3241  0.0607
35 H 2.2876 0.9992 -2.6658  0.1692
36 C 6.9507 0.5125 -9.7725  -0.4399
37 C -3.4723 -0.3525 3.8656  0.7704
38 H -6.5160 2.0514 3.6998  0.1239
39 B -4.5845 -1.0672 2.8590  0.5763
40 H -0.8339 -1.0782 5.7692  -0.4151
41 S 3.0253 0.2571 0.0359  -0.1663
42 H -4.9973 0.1202 7.3293  0.6431
43 C 5.6709 -0.2705 -4.8368  0.1860
44 H -7.5552 2.6873 5.2129  0.3159
45 H -6.0962 -2.6676 0.9906  0.2080
46 H -2.7217 1.7451 0.9805  0.2602
47 N 0.5770 0.7556 -1.2763  0.1227
48 C 5.6021 0.8543 -9.6749  -0.4732
49 H -4.6653 -3.5414 2.0227  0.1362
50 O 8.8542 -0.9890 -6.3566  -0.6900
51 H -2.9393 1.9756 3.8164  0.3036
52 H 2.5147 2.7923 -1.2597  0.1155
53 H -0.5738 1.9078 3.2286  0.4308
54 H -4.6221 -3.3072 7.0307  0.3825
55 H -0.6028 0.5215 4.9100  -0.4099
56 H -3.1398 -4.8740 5.8976  0.2905
57 C -6.8432 1.8179 4.8141  -0.5676
58 O -2.0712 -0.8914 3.8508  -1.0560
59 C 7.6325 0.0337 -8.6527  -0.5363
60 C 7.0519 -1.1739 -2.5794  -0.6209
61 C 7.6911 -0.6168 -6.2526  0.5780
62 C -3.4337 -3.9863 5.1773  -0.7330
63 H -4.0314 -4.3462 4.2375  0.1097
64 C 5.7301 -0.7453 -2.4610  -0.2945
65 H 1.7092 -0.8486 -2.2868  0.4152
66 O -2.5053 0.4215 5.8609  -1.0126
67 H 7.4719 0.6167 -10.7216  0.3905
68 H -6.6294 -0.7232 2.7073  0.2474
69 H -2.3957 -3.4993 4.8447  0.1780
70 H -0.5030 2.5768 1.4666  0.3286
71 H -7.5013 0.8492 4.8025  0.1309
72 C -4.9242 -2.7942 1.1549  -0.5234
73 O -6.0141 -1.2632 3.2845  -0.6207
74 H -3.3934 -1.4104 7.2778  0.4337
75 H -4.3206 1.3943 2.6757  0.0502
76 S 0.4603 0.1779 1.6983  -0.1261
77 H 7.5899 -1.5291 -1.7032  0.3941
78 H 5.0683 1.2188 -10.5498  0.3856
79 C 6.9666 -0.0925 -7.4274  0.1542
80 C 7.6878 -1.1422 -3.8213  -0.6258
81 C -2.2426 1.0392 1.8136  -0.5251
82 H 1.3473 4.2714 -1.4617  0.3409
83 C -3.6919 -0.4236 5.4904  -0.0024
84 H 5.2374 -0.7610 -1.4912  0.2415
85 H 1.4003 3.3006 0.2547  0.2052